DFT (ωB97M-V/def2-TZVPD) results for C14H26NOPSn as an isolated structure in a non-equilibrium geometry.

Geometry (Å):
C -2.80930 0.20800 -4.09910
C -2.61230 -1.02020 -3.45360
C -1.90940 -1.08680 -2.23390
C -1.38860 0.08420 -1.63310
C -1.56620 1.31400 -2.32450
C -2.27450 1.37660 -3.53850
C -1.69080 -2.41700 -1.54470
C -0.22830 -2.88830 -1.36770
N 0.81820 -1.83360 -1.11700
Sn 0.00000 0.00000 0.00000
C -0.86890 2.53520 -1.75190
P 0.79050 1.90950 -1.18000
H -3.00830 -1.94060 -3.90160
H -2.39830 2.33720 -4.05380
H -3.36180 0.25260 -5.04400
H -1.38520 2.90860 -0.84660
H -0.78180 3.36850 -2.47200
H -2.14610 -2.35870 -0.54480
H -2.21690 -3.22120 -2.08960
H -0.19510 -3.58290 -0.51360
C 1.51890 3.25360 -0.15230
C 1.79110 1.99910 -2.73550
H 0.10030 -3.45910 -2.25860
C 1.37510 -1.39830 -2.42070
C 1.91160 -2.42850 -0.30770
H -0.67160 1.14240 0.83290
H 1.86620 -2.25090 -2.93300
H 0.56110 -1.01180 -3.05070
H 2.11610 -0.60650 -2.24380
H 2.44420 -3.17430 -0.91490
H 2.61940 -1.64380 0.03110
H 1.47290 -2.93580 0.56370
H 1.80810 3.03460 -3.11900
H 2.82560 1.66590 -2.54880
H 1.33070 1.34350 -3.49200
H 1.67050 4.17690 -0.73840
H 0.83970 3.45300 0.69220
H 2.48520 2.91330 0.25600
H 1.16790 -0.01830 1.16280
C 0.00000 0.00000 3.42000
O 0.00000 0.00000 2.00000
H 0.90470 -0.52480 3.78970
H -0.90700 -0.52140 3.78860
H 0.00190 1.04630 3.78840

Its spin multiplicity is 1. Its total charge is +2. The value obtained for the energy above the lowest of the compared OMol25 structures with the same formula, charge and spin is 351.37 kJ/mol. For the HOMO-LUMO gap (alpha / beta), the calculation gives 5.4 / 5.4 eV.


DFT (ωB97M-V/def2-TZVPD) results for C14H26NPTc as an isolated structure in a non-equilibrium geometry.

Geometry (Å):
C -2.80722 0.36142 -2.58604
C -2.53493 -0.86128 -1.98521
C -1.70117 -0.96661 -0.86126
C -1.13357 0.20557 -0.33652
C -1.41491 1.44494 -0.93647
C -2.26973 1.52152 -2.03490
C -1.53695 -2.31710 -0.22566
C -0.13326 -2.89449 0.00843
N 0.96290 -1.91216 0.09149
Tc 0.25793 0.15469 1.24373
C -0.75227 2.67887 -0.39456
P 0.81347 2.13813 0.42761
H -2.97460 -1.77419 -2.38572
H -2.47469 2.49856 -2.46562
H -3.44549 0.41580 -3.47320
H -1.35754 3.19519 0.36584
H -0.49782 3.41186 -1.16742
H -2.07731 -2.34916 0.73458
H -2.02992 -3.04959 -0.87851
H -0.13590 -3.46807 0.94723
C 1.38311 3.53984 1.38948
C 1.95113 2.08280 -0.99126
H 0.14316 -3.58430 -0.81147
C 1.47064 -1.55431 -1.24306
C 2.06771 -2.44748 0.91177
H 0.09851 1.19318 2.62923
H 1.88859 -2.46684 -1.70237
H 0.66011 -1.15920 -1.86641
H 2.26619 -0.80205 -1.13886
H 2.63767 -3.18358 0.32078
H 2.72301 -1.61420 1.20880
H 1.65274 -2.91391 1.81036
H 2.07746 3.10255 -1.36691
H 2.91425 1.69208 -0.64612
H 1.56421 1.44256 -1.79087
H 1.50861 4.40269 0.72672
H 0.65666 3.77099 2.17648
H 2.34761 3.27240 1.83888
H 0.90538 1.02751 2.63045
C -0.76488 -0.92195 2.73121
H -1.85846 -0.81766 2.59877
H -0.52296 -0.49436 3.72204
H -0.52749 -2.00065 2.77449

Its spin multiplicity is 4. Its total charge is +2. The value obtained for the energy above the lowest of the compared OMol25 structures with the same formula, charge and spin is 0.00 kJ/mol. For the HOMO-LUMO gap (alpha / beta), the calculation gives 6.1 / 6.0 eV.


DFT (ωB97M-V/def2-TZVPD) results for C14H26O3P2Ti as an isolated structure in a non-equilibrium geometry.

Geometry (Å):
Ti -0.48086 -1.14421 -0.51605
H 1.03515 -0.02378 -0.28199
H 0.84788 -0.44825 0.53494
P 0.26718 -0.31410 -2.71009
P -0.97022 -2.52782 1.47858
C -2.49014 -1.98110 2.26855
H -2.69970 -2.71145 3.04752
H -2.38830 -0.98422 2.71129
H -3.30802 -1.96545 1.54569
C -1.20579 -4.16711 0.86873
H -0.28536 -4.52089 0.40723
H -1.46498 -4.76125 1.73851
H -2.00506 -4.17155 0.12995
C 0.28821 -2.55731 2.74942
H 0.42513 -1.58381 3.22853
H -0.05280 -3.27968 3.48848
H 1.24095 -2.88833 2.33220
C 0.00578 -1.68140 -3.86800
H 0.30756 -1.35692 -4.86485
H 0.59813 -2.54801 -3.56215
H -1.04701 -1.97532 -3.87113
C -0.70367 1.05824 -3.37006
H -0.54692 1.95857 -2.77091
H -0.39270 1.24475 -4.39930
H -1.76893 0.81517 -3.34916
C 1.98862 0.16198 -2.92238
H 2.64348 -0.64706 -2.58985
H 2.16980 0.36598 -3.97887
H 2.21078 1.05147 -2.32875
C -1.75373 0.34984 -0.19889
O -2.57793 1.16659 0.01308
H -1.50148 -2.04511 -1.29881
O -0.50793 1.08743 3.42985
C -0.20384 1.10770 2.26020
O -0.65188 0.08807 1.49068
C 0.54795 2.25450 1.64556
C 0.77945 2.54123 0.27965
C 1.49112 3.69643 -0.08978
C 1.95902 4.59565 0.88316
C 1.70983 4.31868 2.23633
C 1.01099 3.16088 2.60944
H 0.41149 1.87746 -0.50624
H 1.66631 3.89901 -1.14891
H 2.50532 5.49306 0.58343
H 2.06839 5.01499 2.99883
H 0.82874 2.97645 3.66633

Its spin multiplicity is 2. Its total charge is +1. For the HOMO-LUMO gap (alpha / beta), the calculation gives 7.4 / 7.7 eV.


DFT (ωB97M-V/def2-TZVPD) results for C14H27AlBBeBr3ClCsF4N2O18S as an isolated structure in a non-equilibrium geometry.

Geometry (Å):
C 5.44852 -3.83423 1.72241
N 5.06694 -2.43511 1.55394
C 5.34421 -1.98318 0.16448
B 3.65334 -2.19238 1.92907
O 3.27996 -1.17252 2.81552
C 2.48597 -3.08475 1.25597
O 2.31745 -4.46276 1.73859
S 1.13103 -5.02771 0.71790
O 1.52761 -5.07940 -0.62316
O 0.70770 -6.23986 1.28835
O 0.22319 -3.75480 0.92804
C 1.02910 -2.57858 1.21114
C 0.71127 -1.48280 0.11868
F 0.51246 -0.29606 0.77486
F 1.73835 -1.31892 -0.74439
F -0.38604 -1.73426 -0.53442
H 5.25034 -4.15763 2.74518
H 6.49605 -3.99648 1.49615
H 4.87758 -4.48625 1.03164
H 4.87175 -2.62857 -0.58679
H 4.89894 -0.99533 0.01351
H 6.40038 -1.98040 -0.07337
H 3.34554 -0.28070 2.39700
H 2.88990 -3.23380 0.25082
H 0.68422 -2.15423 2.14698
O 3.37227 3.46514 -1.54783
C 2.18901 3.34587 -1.70679
O 1.71955 2.07101 -1.80752
C 0.33563 1.71513 -1.81023
C -0.20876 1.75765 -3.20549
C 1.26657 4.52027 -1.86588
H -0.23843 2.31725 -1.10488
H 0.28978 0.69274 -1.45907
H -0.18073 2.76292 -3.64249
H -1.25119 1.40155 -3.19433
H 0.42024 1.08975 -3.84188
H 1.26938 4.83185 -2.91034
H 1.64890 5.33399 -1.25373
H 0.24484 4.32831 -1.54286
C 6.80728 -1.20054 4.80733
Br 6.17866 -2.73393 5.79809
Br 7.55448 0.12822 5.95830
Br 8.04222 -1.70877 3.42998
H 5.93563 -0.77584 4.33219
N -3.58268 0.53973 -2.48260
O -3.35514 -0.01684 -3.57295
O -2.79100 1.42716 -2.09618
O -4.53614 0.22720 -1.80711
Al -1.26502 0.70983 -5.50027
O 1.03374 -0.54093 -3.60644
H 1.82161 -0.35759 -3.05730
O 2.78697 -0.75402 7.45740
Cl 3.99566 -0.05118 7.17234
O 4.48752 -0.48258 5.85342
O 5.00104 -0.35511 8.13721
O 3.75733 1.35320 7.08613
Cs 3.43155 1.04214 1.33585
C -8.49943 0.29286 -1.42319
C -7.66068 1.44141 -1.94204
O -8.33618 2.16480 -2.97942
C -9.30209 2.98739 -2.56566
O -9.62659 3.17715 -1.42486
O -9.84662 3.55520 -3.63798
C -10.96487 4.40192 -3.35059
H -8.80717 -0.35492 -2.24503
H -7.93449 -0.29501 -0.69942
H -9.40455 0.65533 -0.93883
H -6.75079 1.05378 -2.39242
H -7.36638 2.11801 -1.13924
H -10.70721 5.15264 -2.60759
H -11.80807 3.80493 -3.00831
H -11.23221 4.89622 -4.27950
F 4.50977 5.33132 -0.11486
Be 3.05099 -5.87584 2.65879

Its spin multiplicity is 1. Its total charge is +2. For the HOMO-LUMO gap, the calculation gives 1.5 eV.